DFT (ωB97M-V/def2-TZVPD) results for a cluster of 8 separate species, C26H54N3O28S7 in total.

For the frontier orbital gap, the calculation gives 9.050 eV. The energy above the lowest of the compared OMol25 structures with the same formula, charge and spin comes out at 33.4 kcal per mole. As for the total charge: +1. The value obtained for the energy is -165470.7502 eV.

Last column: Mulliken charge in e.
Cartesian coordinates (Å):
C1 4.2019 -2.3133 1.2690  -0.81
C2 5.3929 -1.3713 0.7847  -0.55
C3 4.8471 0.1309 0.6246  0.81
C4 5.8216 1.0613 1.4450  -0.79
C5 5.3120 2.5506 1.6637  -0.98
C6 4.0607 2.9564 0.8050  -0.80
C7 2.7429 2.5044 1.6036  -0.74
C8 1.7467 1.9490 0.5259  -0.60
N1 0.4289 1.4714 1.0636  0.24
C9 0.5139 0.9619 2.4591  -0.55
C10 -0.6929 -0.0002 2.7796  -0.64
C11 -0.4835 -1.2064 1.7812  -0.40
N2 -0.7810 -0.6629 0.4345  0.03
C12 -0.1100 0.5446 0.1501  0.12
N3 -0.0252 0.8737 -1.1556  0.07
H1 4.1972 -2.4655 2.3776  0.28
H2 4.3346 -3.3163 0.7940  0.38
H3 3.1913 -1.9321 0.9714  0.00
H4 6.1617 -1.4100 1.5997  0.30
H5 5.7680 -1.7917 -0.1775  0.36
H6 3.7988 0.1068 1.0006  -0.71
H7 4.9114 0.3629 -0.4742  0.22
H8 5.9362 0.5947 2.4587  0.32
H9 6.7976 1.0688 0.8941  0.31
H10 6.1607 3.2262 1.3691  0.38
H11 5.1357 2.6936 2.7620  0.35
H12 4.0501 2.5434 -0.2295  0.43
H13 3.9967 4.0768 0.7531  0.48
H14 3.1080 1.7187 2.3206  0.27
H15 2.3250 3.3236 2.2353  0.55
H16 2.2823 1.2021 -0.1127  0.27
H17 1.5161 2.8152 -0.1570  0.34
H18 0.5642 1.8137 3.1781  0.44
H19 1.4325 0.3290 2.6138  0.12
H20 -1.6391 0.5455 2.5459  0.24
H21 -0.6258 -0.3794 3.8207  0.34
H22 0.5761 -1.5560 1.8975  0.25
H23 -1.1376 -2.0555 2.0814  0.45
H24 -0.4266 -1.3645 -0.2299  -0.06
H25 0.2590 0.1671 -1.8308  0.03
H26 -0.3117 1.8107 -1.4136  0.21
C13 -3.1829 0.9608 6.6856  -0.13
C14 -2.5444 1.1211 8.0516  -0.39
O1 -1.1518 1.3390 7.7794  -0.26
S1 -1.0020 2.1328 6.3826  1.03
O2 -0.8359 3.5232 6.6615  -0.59
O3 -0.0939 1.4059 5.5465  -0.54
O4 -2.5064 1.9010 5.8385  -0.23
H27 -3.0120 -0.0423 6.2848  0.25
H28 -4.2518 1.1662 6.7034  0.23
H29 -2.6808 0.2371 8.6921  0.43
H30 -2.9321 2.0046 8.5668  0.27
C15 0.0370 0.8194 -4.8109  -0.07
C16 -1.3576 1.2964 -4.4435  -0.18
O5 -1.9215 1.7583 -5.6703  -0.38
S2 -1.3327 0.8720 -6.8916  1.06
O6 -2.2770 -0.1510 -7.2048  -0.55
O7 -0.8034 1.7591 -7.8767  -0.45
O8 -0.1026 0.1960 -6.0864  -0.30
H31 0.7273 1.6613 -4.9158  0.36
H32 0.4348 0.1127 -4.0846  0.04
H33 -1.3444 2.0948 -3.7032  0.22
H34 -1.9746 0.4710 -4.0759  0.32
C17 -0.0591 -1.9522 12.0613  -0.33
C18 0.4188 -0.5188 12.2089  -0.33
O9 -0.5040 0.2559 11.4370  -0.28
S3 -1.9600 -0.4412 11.4972  1.08
O10 -2.7371 0.2142 12.4972  -0.56
O11 -2.4279 -0.6185 10.1548  -0.56
O12 -1.4874 -1.8732 12.0769  -0.31
H35 0.2492 -2.3751 11.1019  0.27
H36 0.2943 -2.5910 12.8686  0.32
H37 1.4346 -0.3793 11.8449  0.33
H38 0.3559 -0.1851 13.2476  0.29
C19 -0.8566 -4.9340 -2.4585  -0.41
C20 -0.7881 -4.5761 -3.9296  -0.07
O13 -1.2999 -3.2352 -4.0052  -0.26
S4 -0.9175 -2.4468 -2.6572  1.21
O14 0.2682 -1.6747 -2.9120  -0.67
O15 -2.1061 -1.8725 -2.1125  -0.57
O16 -0.4991 -3.7270 -1.7678  -0.35
H39 -1.8716 -5.2088 -2.1621  0.31
H40 -0.1734 -5.7401 -2.1983  0.33
H41 -1.3783 -5.2478 -4.5488  0.41
H42 0.2408 -4.5664 -4.2852  0.00
C21 -7.8080 3.1566 3.8307  -0.39
C22 -6.7855 2.0474 4.0065  -0.36
O17 -6.4150 2.1053 5.3857  -0.21
S5 -7.6902 2.5948 6.2585  1.10
O18 -8.3322 1.4412 6.8022  -0.54
O19 -7.2856 3.7026 7.0607  -0.53
O20 -8.5871 3.1406 5.0283  -0.30
H43 -7.3231 4.1328 3.7519  0.30
H44 -8.4444 2.9974 2.9620  0.31
H45 -5.9131 2.1807 3.3695  0.33
H46 -7.2290 1.0666 3.8153  0.30
C23 2.2935 -6.3095 -8.4459  -0.38
C24 1.1847 -5.3299 -8.7834  -0.32
O21 0.5540 -5.0458 -7.5295  -0.28
S6 1.6591 -5.1106 -6.3532  1.19
O22 2.0974 -3.7802 -6.0727  -0.54
O23 1.1859 -5.9991 -5.3383  -0.59
O24 2.8167 -5.8622 -7.1902  -0.29
H47 1.9016 -7.3205 -8.3117  0.30
H48 3.0771 -6.3224 -9.2009  0.31
H49 0.4666 -5.7409 -9.4897  0.31
H50 1.5888 -4.3948 -9.1791  0.30
C25 -0.3217 3.1392 -11.3135  -0.26
C26 0.9655 3.5799 -10.6408  -0.25
O25 1.9810 3.3924 -11.6287  -0.33
S7 1.3477 3.6512 -13.0960  1.09
O26 1.6514 4.9899 -13.4896  -0.53
O27 1.6403 2.5218 -13.9178  -0.52
O28 -0.2111 3.5929 -12.6648  -0.33
H51 -0.4085 2.0500 -11.3242  0.29
H52 -1.2026 3.5676 -10.8390  0.30
H53 1.1874 2.9995 -9.7474  0.24
H54 0.9332 4.6425 -10.3853  0.31

DFT (ωB97M-V/def2-TZVPD) results for a cluster of 2 separate species, C5H12NO in total.

For the frontier orbital gap, the calculation gives 6.827 eV. The energy above the lowest of the compared OMol25 structures with the same formula, charge and spin comes out at 90.4 kcal per mole. As for the total charge: +1. The value obtained for the energy is -8906.7083 eV.

Last column: natural (NBO) charge in e.
Cartesian coordinates (Å):
C1 -2.6137 -1.1710 -1.1081  -0.61
C2 -1.8324 0.0318 -0.5663  -0.48
C3 -0.8037 -0.3521 0.4416  0.05
C4 -0.0592 0.3857 1.3677  -0.19
N1 1.3389 0.3214 1.0822  -0.41
C5 2.3254 0.3991 1.9171  0.05
H1 -3.3899 -0.8702 -1.8022  0.24
H2 -1.9534 -1.9544 -1.4757  0.22
H3 -3.1232 -1.6164 -0.2301  0.22
H4 -1.1505 0.4326 -1.3499  0.28
H5 -2.4333 0.9201 -0.3360  0.25
H6 -0.5253 -1.4147 0.4153  0.21
H7 -0.1186 0.5421 2.4555  0.25
H8 1.4531 0.0957 0.0897  0.46
H9 2.1264 0.5992 2.9611  0.23
H10 3.3173 0.3310 1.4669  0.23
H11 1.1400 0.4438 -3.0501  0.50
H12 1.7312 1.2851 -1.9162  0.48
O1 1.4669 0.3969 -2.1478  -0.97

Number 1: largest force on an atom 3.822 eV/A. Number 2: largest force on an atom 2.500 eV/A.